The following is a quantum chemistry calculation of a cluster of 2 separate species, C4H8N3O in total, from the OMol25 dataset.

Each line ends with the Mulliken charge.
Cartesian coordinates (Å):
C (1.33600, -2.19197, 0.13467)  -0.2265
C (0.51638, 0.15060, 0.20461)  0.9023
C (-2.55760, -0.77773, -0.30362)  0.5759
C (1.15788, 1.25088, -0.57485)  -1.4211
N (0.94919, -1.03905, 0.18748)  -0.0169
N (-3.37760, -0.05746, 0.21285)  -0.3485
N (-0.54007, 0.59988, 0.93209)  -0.4398
O (-1.52862, -1.35586, -0.41260)  -0.4887
H (2.10703, -2.57495, 0.82834)  0.2559
H (0.99619, -2.89415, -0.48060)  0.3414
H (1.89507, 1.66725, 0.07897)  0.3702
H (1.73316, 1.03544, -1.50453)  0.3820
H (0.42337, 2.00157, -1.03884)  0.3576
H (-0.85062, 0.12250, 1.70458)  0.2500
H (-4.26563, 0.32244, 0.15280)  0.2544
H (-0.44713, 1.56199, 1.11978)  0.2519

Its total charge is +1. The calculation puts the HOMO energy at -0.5358 Ha. The HOMO-LUMO gap comes out at 10.6 eV. Its max |F| is 0.08526 Eh/bohr. The calculated total energy is -396.424957 hartree. As for the energy above the lowest of the compared OMol25 structures with the same formula, charge and spin: 292.2 kJ/mol.

The following is a quantum chemistry calculation of the ion C4H8N3O2 with charge +1, from the OMol25 dataset.

Each line ends with the Mulliken charge.
Cartesian coordinates (Å):
C (1.73599, -0.82185, 0.26376)  0.0392
C (-0.72621, 0.66613, -2.46827)  0.0728
C (-1.12046, 0.39547, -1.24826)  -0.2043
C (-0.44280, 0.25221, 1.05124)  0.5867
N (-1.08815, 0.45755, 2.32440)  -0.5763
N (0.64116, -0.49444, 1.00127)  -0.1223
N (-1.16106, 0.73559, -0.00342)  -0.1630
O (-1.08774, 0.07186, -3.64208)  -0.4276
O (2.70358, -1.46682, 0.92700)  -0.4631
H (1.85312, -0.54204, -0.83185)  0.3162
H (0.12783, 1.40824, -2.53318)  0.3124
H (-0.61436, 0.60363, 3.16381)  0.2229
H (-1.90659, -0.08342, 2.33306)  0.2057
H (0.97844, -0.79615, 1.94271)  0.2305
H (-1.72892, -0.59103, -3.48613)  0.3178
H (-1.76263, 1.41409, 0.47028)  0.2856
H (3.59882, -1.20903, 0.73567)  0.3666

Its total charge is +1. The calculation puts the HOMO energy (spin up / spin down) at -0.4306 / -0.4279 Ha. The HOMO-LUMO gap (spin up / spin down) comes out at 7.4 / 7.2 eV. Its max |F| is 0.08454 Eh/bohr. The calculated total energy is -471.554207 hartree. As for the energy above the lowest of the compared OMol25 structures with the same formula, charge and spin: 543.0 kJ/mol.

The following is a quantum chemistry calculation of the ion C4H8N3OS with charge +1, from the OMol25 dataset.

Each line ends with the Mulliken charge.
Cartesian coordinates (Å):
C (1.54653, -0.68624, -0.09980)  0.5765
C (-1.71409, 0.74731, -0.09535)  0.4585
C (1.77474, 2.12230, -0.15026)  -0.3033
C (-2.80346, -0.28250, 0.42491)  -0.8048
N (-0.33212, 0.56368, -0.20838)  -0.3118
N (0.22207, -0.61429, 0.00951)  -0.0365
N (2.20956, -1.81620, -0.28808)  -0.4733
O (-2.14801, 1.80711, -0.46818)  -0.4704
S (2.56104, 0.71499, 0.10133)  0.0481
H (0.77113, 2.31466, -0.48903)  0.4087
H (2.45672, 3.09105, -0.05362)  0.2790
H (-3.66122, 0.24744, 1.00830)  0.2912
H (-2.23973, -1.08435, 1.08612)  0.2547
H (-3.41566, -0.72347, -0.36380)  0.2781
H (-0.30603, -1.55387, 0.06678)  0.3049
H (1.92397, -2.75610, -0.58100)  0.2492
H (3.15454, -2.09151, 0.10055)  0.2512

Its total charge is +1. The calculation puts the HOMO energy (spin up / spin down) at -0.4871 / -0.4517 Ha. The HOMO-LUMO gap (spin up / spin down) comes out at 7.9 / 6.2 eV. Its max |F| is 0.09040 Eh/bohr. The calculated total energy is -794.491067 hartree. As for the energy above the lowest of the compared OMol25 structures with the same formula, charge and spin: 536.0 kJ/mol.

The following is a quantum chemistry calculation of the ion C4H8N3S with charge +1, from the OMol25 dataset.

Each line ends with the Mulliken charge.
Cartesian coordinates (Å):
C (-1.26387, -0.72828, -0.00129)  -0.0118
C (-1.24965, 0.52813, 0.60664)  -0.0282
C (0.58136, 2.25551, 0.80001)  -0.7857
C (0.40613, -2.34780, -1.03000)  -0.7143
N (0.66843, 0.40896, -0.68633)  -0.4982
N (-0.10231, 1.20507, 0.15384)  0.4101
N (-0.11721, -1.13132, -0.53170)  0.1208
S (-2.36629, 1.25962, 1.58649)  -0.0973
H (-2.11430, -1.49369, 0.09897)  0.3826
H (0.65391, 3.04423, 0.06149)  0.3553
H (-0.01329, 2.67915, 1.58161)  0.3498
H (1.63804, 2.03475, 1.15084)  0.2615
H (0.95449, -2.96147, -0.29981)  0.3310
H (1.12086, -2.19798, -1.92890)  0.2819
H (-0.39747, -3.01473, -1.22624)  0.3317
H (1.60117, 0.45985, -0.33561)  0.3107

The multiplicity is 3. Its total charge is +1. Its expectation value of S² is 2.024. The calculation puts the HOMO energy (spin up / spin down) at -0.4396 / -0.5026 Ha. The HOMO-LUMO gap (spin up / spin down) comes out at 7.7 / 6.6 eV. Its max |F| is 0.09295 Eh/bohr. The calculated total energy is -719.228758 hartree. As for the energy above the lowest of the compared OMol25 structures with the same formula, charge and spin: 276.2 kJ/mol.

The following is a quantum chemistry calculation of the molecule C4H8N4, from the OMol25 dataset.

Each line ends with the Mulliken charge.
Cartesian coordinates (Å):
C (1.42861, -0.31058, -0.12121)  0.3714
C (0.42966, 0.87953, -0.49861)  -0.0958
C (-0.20002, 1.59301, 0.71241)  -0.5033
C (-2.48842, -0.89740, -0.46590)  -0.3277
H (0.12981, -1.77824, 0.57489)  0.2642
H (1.93329, -1.87395, 0.86412)  0.2862
H (2.97767, 0.75851, -0.90035)  0.2256
H (0.64171, 1.37168, -1.42101)  0.3930
H (-0.56719, 2.60328, 0.75438)  0.3085
H (0.27735, 1.23274, 1.82627)  0.2025
H (-3.25538, -0.05864, -0.87425)  0.2752
H (-2.64965, -2.05261, -0.20671)  0.2503
N (1.06939, -1.34585, 0.61712)  -0.3870
N (2.61513, -0.28464, -0.63561)  -0.7832
N (-0.98714, 0.69888, -0.28814)  -0.2114
N (-1.35483, -0.53573, 0.06259)  -0.2687

The calculation puts the HOMO energy at -0.3249 Ha. The HOMO-LUMO gap comes out at 9.7 eV. Its max |F| is 0.08701 Eh/bohr. The SMILES is [H]/N=C(/N)[C@@H]1CN1N=C. The calculated total energy is -376.069618 hartree. As for the energy above the lowest of the compared OMol25 structures with the same formula, charge and spin: 469.6 kJ/mol.

The following is a quantum chemistry calculation of the molecule C4H8N4, from the OMol25 dataset.

Each line ends with the Mulliken charge.
Cartesian coordinates (Å):
C (-0.32318, 0.21385, -1.49568)  -0.5980
C (-0.10850, 1.64929, -0.92040)  -0.4145
C (0.71914, -0.15041, 1.95508)  -0.3788
C (0.65449, -1.33862, 1.24629)  -0.0968
H (0.71777, -0.02366, -1.84234)  0.2873
H (-1.02742, 0.33933, -2.24376)  0.3692
H (0.46128, 2.55949, -1.51385)  0.2533
H (-1.01953, 2.04427, -0.63696)  0.4485
H (1.08762, 0.07322, 2.91700)  0.4321
H (0.87918, -2.37006, 1.73029)  0.2724
H (-0.19247, -2.60477, -0.24249)  0.2235
H (-1.48196, -0.24875, 0.18077)  0.3553
N (0.71412, 1.24399, 0.23058)  -0.0069
N (0.01017, 0.91140, 1.18332)  -0.5158
N (-0.10759, -1.55890, 0.10364)  -0.1531
N (-0.98312, -0.73969, -0.65147)  -0.4777

The calculation puts the HOMO energy at -0.2866 Ha. The HOMO-LUMO gap comes out at 8.9 eV. Its max |F| is 0.08979 Eh/bohr. The SMILES is C1=C\NNCC/N=N/1. The calculated total energy is -376.051474 hartree. As for the energy above the lowest of the compared OMol25 structures with the same formula, charge and spin: 517.2 kJ/mol.

The following is a quantum chemistry calculation of the molecule C4H8N4, from the OMol25 dataset.

Each line ends with the Mulliken charge.
Cartesian coordinates (Å):
C (-0.49126, -0.90935, 0.62343)  -0.4123
C (1.74716, -0.71967, -0.00638)  0.1955
C (3.02666, -0.18091, -0.37141)  -0.7685
C (0.35986, 1.28114, 0.14584)  0.0940
H (-3.34603, -0.49620, -0.54825)  0.2699
H (-1.87475, 0.69298, -0.43784)  0.3234
H (-0.20863, -1.51322, 1.45266)  0.5858
H (1.38867, -1.83202, 0.23360)  0.3350
H (3.89778, -0.91487, -0.38563)  0.2565
H (3.16770, 1.08713, -0.59750)  0.1206
H (1.39540, 1.95942, 0.09706)  0.0647
H (-0.81788, 2.76736, 0.52647)  0.2344
N (-2.29997, -0.30712, -0.68912)  -0.5110
N (-1.70964, -1.10325, 0.06016)  -0.2382
N (0.45819, -0.06139, 0.06004)  0.0149
N (-0.94240, 1.67492, 0.18473)  -0.5647

The calculation puts the HOMO energy at -0.2851 Ha. The HOMO-LUMO gap comes out at 8.4 eV. Its max |F| is 0.16664 Eh/bohr. The SMILES is [H]/N=C/N(C=C)/C=N\N. The calculated total energy is -376.031363 hartree. As for the energy above the lowest of the compared OMol25 structures with the same formula, charge and spin: 570.0 kJ/mol.

The following is a quantum chemistry calculation of the molecule C4H8N4, from the OMol25 dataset.

Each line ends with the Mulliken charge.
Cartesian coordinates (Å):
C (-2.05580, 0.42900, 0.20439)  -0.6513
C (1.99666, 0.21845, 0.79491)  -0.1299
C (1.78820, -0.99029, 0.55548)  -0.6379
C (0.39509, -1.18750, -0.22721)  0.4663
H (-1.61112, 0.82636, 1.29771)  0.1988
H (-2.79464, 1.28245, -0.41981)  0.2726
H (-2.44862, -0.79638, 0.35530)  0.3220
H (-0.93672, 1.45389, -1.53956)  0.3351
H (1.79232, 1.50003, -0.55056)  0.3064
H (2.77883, 0.74813, 1.47164)  0.3197
H (2.45110, -1.64232, 0.90889)  0.5021
H (-1.29323, -1.37215, -0.70657)  0.4649
N (-0.86417, 0.42271, -1.02639)  -0.6204
N (0.33921, 0.08559, -0.91641)  0.0961
N (1.04539, 1.08272, 0.07486)  -0.4826
N (-0.58249, -2.06069, -0.27666)  -0.7619

The calculation puts the HOMO energy at -0.3188 Ha. The HOMO-LUMO gap comes out at 9.6 eV. Its max |F| is 0.20236 Eh/bohr. The SMILES is [H]/N=c1/cc[nH]n1NC. The calculated total energy is -375.970104 hartree. As for the energy above the lowest of the compared OMol25 structures with the same formula, charge and spin: 730.8 kJ/mol.

The following is a quantum chemistry calculation of a cluster of 3 separate species, C4H8N4 in total, from the OMol25 dataset.

Each line ends with the Mulliken charge.
Cartesian coordinates (Å):
C (1.05985, -0.41015, 0.99093)  0.6182
C (-0.09526, -1.01817, 0.81482)  -0.7267
C (-0.92182, -0.38846, -0.19230)  0.1890
C (0.79909, 0.82864, 0.33885)  -0.5442
H (1.95437, -1.17369, 2.47266)  0.2796
H (2.26317, 0.64632, 1.96721)  0.3689
H (-0.16268, -2.08278, 1.18847)  0.2279
H (-1.89882, -2.19554, -0.81016)  0.2776
H (-2.91835, 0.09777, -1.28117)  0.2225
H (-0.95174, 0.92342, -2.30445)  0.3774
H (-1.88734, 1.75690, -1.28425)  0.2735
H (1.51215, 1.55309, -0.24073)  0.2395
N (2.30413, -0.60424, 1.78060)  -0.6236
N (-1.76305, -0.74335, -1.41611)  -0.6660
N (-0.20738, 0.70767, -0.46731)  0.4637
N (-0.75684, 1.55468, -1.52881)  -0.9773

The calculation puts the HOMO energy at -0.2763 Ha. The HOMO-LUMO gap comes out at 7.1 eV. Its max |F| is 0.14391 Eh/bohr. The calculated total energy is -375.879388 hartree. As for the energy above the lowest of the compared OMol25 structures with the same formula, charge and spin: 969.0 kJ/mol.

The following is a quantum chemistry calculation of the molecule C4H8N4, from the OMol25 dataset.

Each line ends with the Mulliken charge.
Cartesian coordinates (Å):
C (1.28697, -0.97360, -1.06645)  -0.0212
C (-0.29572, 0.56515, -0.36214)  0.0960
C (-2.33209, 1.29162, 1.29367)  -0.0214
C (-2.50640, 0.00410, 0.70521)  -0.5944
H (4.22692, -0.43128, 0.30510)  0.2668
H (3.70568, -1.78706, -1.06688)  0.2588
H (1.18273, -2.11636, -1.58615)  0.2416
H (0.33456, 1.52789, -0.66902)  0.3093
H (-1.38565, 1.94435, 1.95955)  0.2497
H (-3.09711, 2.10352, 1.06027)  0.1881
H (-3.36286, -0.58623, 0.23177)  0.2071
H (-2.03129, -0.89798, 1.14530)  0.1776
N (3.65211, -0.75667, -0.70530)  -0.5472
N (2.31873, -0.20818, -0.52602)  -0.2120
N (-0.12320, -0.60388, -0.76972)  -0.4581
N (-1.57339, 0.92462, 0.05081)  -0.1407

The calculation puts the HOMO energy at -0.2887 Ha. The HOMO-LUMO gap comes out at 8.5 eV. Its max |F| is 0.13940 Eh/bohr. The SMILES is N/N=C/N=C/N1CC1. The calculated total energy is -375.976019 hartree. As for the energy above the lowest of the compared OMol25 structures with the same formula, charge and spin: 715.3 kJ/mol.